C5H10ClN | ωB97M-V/def2-TZVPD

Properties
- relative energy (zero: lowest compared OMol25 entry of this formula, charge and spin) (kJ/mol) = 385.9
- HOMO-LUMO gap (alpha / beta) (eV) = 7.995 / 7.997
- HOMO (alpha / beta) (eV) = -7.753 / -7.754
- LUMO (alpha / beta) (eV) = 0.2 / 0.2
- calculated total energy (Ha) = -711.308472
- charge = 0

Each line ends with the Löwdin charge.
CARTESIAN COORDINATES (ANGSTROEM)
C1 1.141 0.524 -0.307  -0.5621
C2 -1.215 1.230 1.323  -0.1383
C3 -1.690 -0.245 -0.710  -0.0925
C4 2.216 -1.690 -0.469  -0.0975
C5 -1.195 1.063 -0.157  -0.1569
N1 1.165 -0.696 -0.370  -0.1175
Cl1 2.393 1.751 0.185  0.4609
H1 -2.174 1.560 1.658  0.0595
H2 -0.386 1.973 1.790  0.1240
H3 -1.075 0.220 1.717  0.0724
H4 -0.838 -0.767 -0.879  -0.0023
H5 -2.342 -0.234 -1.615  0.0977
H6 -2.253 -0.687 0.109  0.0790
H7 2.305 -2.005 -1.480  0.0673
H8 1.715 -2.540 -0.026  0.0746
H9 3.163 -1.353 -0.059  0.0731
H10 -0.928 1.895 -0.713  0.0586